ORCA calculation (the ωB97M-V functional and the def2-TZVPD basis) on C15H12BrF2N2O2PdS as an isolated structure.

## Properties
E_HOMO (Eh): -0.097
HOMO-LUMO gap (eV): 4.8
Net charge: -1

```
36
C15H12BrF2N2O2PdS | the OMol25 dataset | the ωB97M-V functional and the def2-TZVPD basis
Pd 1.62 3.33 0.26
C 4.53 1.47 -0.60
O 3.18 1.23 -0.96
C 2.59 0.07 -0.65
C 3.24 -1.11 -0.35
C 2.49 -2.25 -0.08
Br 3.39 -3.88 0.31
C 1.12 -2.23 -0.09
C 0.45 -1.03 -0.37
C 1.17 0.13 -0.62
O 0.64 1.34 -0.83
C -1.02 -0.96 -0.35
N -1.71 0.12 -0.62
C -3.04 -0.24 -0.49
C -4.20 0.52 -0.66
C -5.41 -0.10 -0.46
C -5.48 -1.46 -0.11
C -4.35 -2.23 0.06
C -3.13 -1.59 -0.14
N -1.82 -2.03 -0.06
H 5.21 0.88 -1.23
H 4.68 1.23 0.45
H 4.68 2.54 -0.76
H 4.32 -1.15 -0.33
H 0.57 -3.14 0.12
H -0.35 1.26 -0.80
H -4.13 1.57 -0.93
H -6.33 0.46 -0.58
H -6.46 -1.91 0.04
H -4.41 -3.27 0.34
H -1.51 -2.95 0.20
F 1.67 1.34 2.12
C 1.71 2.76 2.12
F 0.64 3.11 2.92
H 2.61 3.00 2.68
S 2.81 5.16 0.45
```

Which charges does Mulliken predict for the atoms? In e, they are: 0.20, -0.98, -0.31, 0.44, -0.50, -0.49, -0.25, -0.66, 0.91, 0.53, -0.79, 0.25, -0.53, 0.25, -0.72, -0.49, -0.40, -1.00, 0.69, -0.05, 0.34, 0.37, 0.26, 0.45, 0.40, 0.58, 0.44, 0.37, 0.37, 0.37, 0.19, -0.28, 0.05, -0.30, 0.21, -0.90

ORCA calculation (the ωB97M-V functional and the def2-TZVPD basis) on C33H30FN8O6PSW as an isolated structure.

## Properties
2S+1: 3
E_HOMO (spin up / spin down) (Eh): -0.496 / -0.496
Expectation value of S²: 2.013
HOMO-LUMO gap (spin up / spin down) (eV): 6.4 / 7.0
Net charge: +2

```
81
C33H30FN8O6PSW | the OMol25 dataset | the ωB97M-V functional and the def2-TZVPD basis
W 9.58 15.29 12.46
C 10.55 19.00 8.35
N 10.64 17.69 8.99
C 11.35 16.58 8.56
C 11.18 15.57 9.42
N 10.26 16.01 10.41
C 9.93 17.29 10.12
P 8.68 18.33 11.01
C 7.40 17.08 11.36
N 7.49 15.91 11.99
C 6.36 15.12 11.67
C 5.53 15.91 11.00
N 6.12 17.18 10.81
C 5.47 18.39 10.31
C 9.66 18.39 12.59
N 10.23 17.30 13.11
C 10.87 17.65 14.32
C 10.65 18.96 14.45
N 9.85 19.48 13.39
C 9.39 20.83 13.05
H 10.15 19.65 9.14
H 9.90 18.99 7.47
H 11.48 19.45 8.05
H 12.06 16.57 7.73
H 11.65 14.63 9.47
H 6.16 14.08 11.96
H 4.57 15.54 10.68
H 5.10 18.99 11.14
H 4.65 18.18 9.60
H 6.31 18.93 9.86
H 11.35 16.96 14.99
H 11.07 19.57 15.26
H 9.14 21.47 13.91
H 8.45 20.71 12.49
H 10.10 21.33 12.36
C 12.20 8.29 11.72
C 11.42 8.78 10.50
C 10.31 7.89 10.12
C 9.49 8.30 8.83
C 9.25 9.77 8.86
C 8.31 10.37 8.02
C 7.78 11.61 8.26
F 6.97 12.12 7.34
C 8.07 12.28 9.42
C 9.12 11.79 10.26
C 9.62 12.61 11.33
O 8.75 13.46 11.79
C 10.93 12.32 11.79
C 11.46 11.02 11.52
N 10.84 10.15 10.70
C 9.79 10.59 9.88
C 11.83 13.18 12.66
O 12.91 12.79 13.07
O 11.38 14.40 12.79
H 12.61 7.32 11.43
H 11.53 8.17 12.60
H 13.08 8.90 12.02
H 12.12 8.91 9.70
H 9.60 7.79 10.97
H 10.76 6.85 9.91
H 8.51 7.79 8.89
H 9.98 7.99 7.90
H 7.90 9.74 7.22
H 7.56 13.22 9.67
H 12.37 10.81 12.04
O 7.10 16.69 14.49
C 7.79 15.90 15.11
N 8.92 15.21 14.57
S 9.76 14.40 15.74
O 11.04 14.97 16.12
O 9.78 12.97 15.57
C 8.70 14.83 17.04
C 8.83 14.46 18.41
C 8.04 15.16 19.35
C 6.97 15.93 18.86
C 6.72 16.04 17.50
C 7.64 15.59 16.56
H 9.54 13.71 18.71
H 8.23 15.01 20.40
H 6.27 16.44 19.47
H 5.79 16.41 17.12
```

Which charges does Mulliken predict for the atoms? In e, they are: 2.75, -0.79, 0.16, -0.78, -0.63, 0.17, 0.13, -0.35, 0.09, 0.47, -1.07, -0.38, 0.10, -0.78, 0.23, 0.25, -0.73, -0.72, 0.21, -0.78, 0.30, 0.32, 0.36, 0.40, 0.60, 0.58, 0.50, 0.31, 0.32, 0.31, 0.69, 0.45, 0.35, 0.31, 0.32, -1.74, 0.49, -0.98, -0.59, 0.15, -0.69, -0.03, -0.32, -0.89, 0.57, 1.21, -1.06, 0.52, -0.78, 0.31, -0.15, -0.07, -0.69, -0.72, 0.44, 0.39, 0.51, 0.23, 0.34, 0.32, 0.37, 0.40, 0.49, 0.38, 0.61, -0.58, 0.56, -0.13, 1.07, -0.67, -0.69, 0.29, -0.68, -0.64, -0.51, -0.53, 0.05, 0.49, 0.43, 0.43, 0.48

ORCA calculation (the ωB97M-V functional and the def2-TZVPD basis) on C42H30N7O6ReS as an isolated structure.

## Properties
2S+1: 2
E_HOMO (spin up / spin down) (Eh): -0.368 / -0.368
Expectation value of S²: 0.762
HOMO-LUMO gap (spin up / spin down) (eV): 6.0 / 5.8
Net charge: +1

```
87
C42H30N7O6ReS | the OMol25 dataset | the ωB97M-V functional and the def2-TZVPD basis
Re -1.07 -0.63 -1.22
O -5.47 -0.55 -4.59
C -4.40 -0.43 -5.39
C -4.65 -0.32 -6.76
C -3.60 -0.19 -7.64
C -2.28 -0.17 -7.20
C -2.03 -0.28 -5.85
C -3.07 -0.41 -4.92
C -2.75 -0.52 -3.50
O -1.47 -0.52 -3.16
N -3.70 -0.62 -2.62
N -3.18 -0.64 -1.32
C -4.03 -0.76 -0.37
C -3.66 -0.59 1.03
C -4.19 -1.46 1.99
C -3.88 -1.32 3.33
C -3.05 -0.27 3.74
C -2.56 0.63 2.81
C -2.86 0.47 1.47
O -2.44 1.49 0.63
H -5.17 -0.57 -3.66
H -5.67 -0.34 -7.09
H -3.81 -0.11 -8.70
H -1.46 -0.06 -7.90
H -1.01 -0.26 -5.48
H -5.06 -0.98 -0.64
H -4.85 -2.26 1.67
H -4.29 -2.01 4.06
H -2.81 -0.15 4.78
H -1.94 1.47 3.11
S 3.65 -6.52 -1.31
N 3.92 -4.97 -1.69
C 2.76 -4.35 -1.57
C 2.53 -2.93 -1.81
C 3.50 -2.03 -2.26
C 3.14 -0.72 -2.47
C 1.84 -0.31 -2.21
N 0.92 -1.16 -1.75
C 1.25 -2.45 -1.58
C 0.15 -3.32 -1.18
N -1.07 -2.75 -1.07
C -2.11 -3.51 -0.73
C -1.98 -4.88 -0.50
C -0.75 -5.47 -0.62
C 0.35 -4.68 -0.97
C 1.70 -5.19 -1.15
N 2.07 -6.45 -0.97
H 4.50 -2.38 -2.44
H 3.85 0.01 -2.83
H 1.52 0.72 -2.34
H -3.06 -3.01 -0.66
H -2.86 -5.45 -0.24
H -0.61 -6.53 -0.45
O -1.60 2.03 -1.37
C -1.81 1.21 -0.53
C 3.48 6.39 4.18
C 3.72 5.30 3.17
C 4.89 5.28 2.43
C 5.12 4.30 1.48
C 4.17 3.31 1.27
C 2.99 3.32 2.01
N 2.02 2.31 1.76
C 1.81 1.26 2.62
C 2.40 1.25 3.90
C 2.16 0.24 4.79
C 1.31 -0.83 4.48
C 0.74 -0.84 3.23
C 0.98 0.17 2.28
C 0.35 0.04 0.97
O -0.48 -0.93 0.76
O 0.55 0.83 0.01
C 2.75 4.32 2.96
C 1.45 4.37 3.72
H 4.32 7.07 4.23
H 3.32 5.98 5.18
H 2.59 6.97 3.93
H 5.64 6.05 2.60
H 6.04 4.30 0.90
H 4.33 2.52 0.55
H 1.71 2.18 0.81
H 3.06 2.07 4.16
H 2.63 0.28 5.77
H 1.12 -1.62 5.19
H 0.08 -1.65 2.94
H 0.81 3.52 3.50
H 0.90 5.28 3.47
H 1.62 4.40 4.80
```

Which charges does Mulliken predict for the atoms? In e, they are: 0.80, -0.64, 0.34, -0.70, -0.35, -0.89, -0.38, 0.17, 1.15, -0.67, -1.43, 0.87, -0.44, 0.58, -0.67, -0.84, -0.57, -0.38, 0.72, -0.67, 0.53, 0.45, 0.38, 0.43, 0.45, 0.54, 0.52, 0.44, 0.47, 0.63, 0.19, -0.66, 0.84, 0.09, -0.52, -0.96, -0.36, 0.08, 0.17, -0.03, -0.24, 0.00, -1.22, -0.58, 0.11, 0.87, -0.66, 0.59, 0.47, 0.66, 0.56, 0.47, 0.58, -0.52, 0.73, -1.44, 1.06, -0.86, -0.90, -0.60, -0.13, 0.28, 0.85, -0.57, -0.78, -1.13, -0.57, 0.13, 1.27, -0.69, -1.12, 0.82, -1.35, 0.40, 0.31, 0.33, 0.37, 0.38, 0.50, 0.18, 0.52, 0.43, 0.45, 0.53, 0.01, 0.46, 0.38

ORCA calculation (the ωB97M-V functional and the def2-TZVPD basis) on C25H31BInN10O2S as an isolated structure.

## Properties
E_HOMO (Eh): -0.396
HOMO-LUMO gap (eV): 8.5
Net charge: +1

```
71
C25H31BInN10O2S | the OMol25 dataset | the ωB97M-V functional and the def2-TZVPD basis
In 0.85 -0.19 -1.02
C 1.07 -0.23 2.78
C -0.11 0.35 2.07
C -1.25 0.91 2.63
C -1.99 1.40 1.57
C -3.30 2.10 1.63
N -1.32 1.13 0.44
N -0.18 0.48 0.75
B -1.52 1.77 -0.96
N -0.24 2.55 -1.30
N 0.95 1.95 -1.49
C 1.85 2.87 -1.83
C 3.26 2.51 -2.13
C 1.22 4.11 -1.85
C -0.10 3.87 -1.51
C -1.21 4.84 -1.39
N -1.74 0.71 -2.04
N -0.73 -0.11 -2.42
C -1.10 -0.79 -3.50
C -0.20 -1.76 -4.16
C -2.39 -0.40 -3.84
C -2.76 0.55 -2.90
C -4.03 1.31 -2.81
H 0.83 -0.38 3.83
H 1.35 -1.19 2.34
H 1.91 0.45 2.70
H -1.50 0.96 3.67
H -3.71 2.01 2.63
H -3.18 3.16 1.40
H -4.00 1.67 0.91
H -2.44 2.50 -0.92
H 3.36 1.42 -2.12
H 3.54 2.89 -3.10
H 3.93 2.94 -1.39
H 1.67 5.05 -2.09
H -0.85 5.85 -1.58
H -2.00 4.61 -2.11
H -1.65 4.81 -0.39
H 0.83 -1.60 -3.81
H -0.49 -2.77 -3.89
H -0.24 -1.66 -5.25
H -2.99 -0.75 -4.66
H -4.73 0.94 -3.55
H -4.48 1.22 -1.82
H -3.86 2.37 -3.00
N -1.17 -3.07 5.06
C -0.77 -3.17 3.76
C -1.51 -2.54 2.74
C -1.08 -2.59 1.44
C 0.10 -3.25 1.13
C 0.84 -3.89 2.11
C 0.41 -3.84 3.42
S 0.62 -3.29 -0.55
O 1.22 -4.53 -0.91
O -0.45 -2.76 -1.37
N 1.72 -2.04 -0.68
C 2.75 -1.72 0.08
N 3.37 -2.58 0.87
C 4.45 -2.15 1.49
C 4.94 -0.86 1.34
C 4.17 0.01 0.58
N 3.07 -0.41 -0.02
H -2.11 -2.75 5.24
H -0.77 -3.71 5.73
H -2.43 -2.03 3.00
H -1.65 -2.15 0.63
H 1.73 -4.42 1.82
H 0.98 -4.33 4.19
H 4.93 -2.88 2.13
H 5.86 -0.54 1.81
H 4.43 1.05 0.47
```

Which charges does Mulliken predict for the atoms? In e, they are: 1.32, -1.13, 0.51, -1.58, 1.04, -1.57, 0.89, -0.07, -1.71, 1.18, -0.31, 0.52, -1.30, -1.39, 1.02, -1.31, 1.01, -0.12, 0.72, -1.50, -1.39, 0.95, -1.35, 0.40, 0.09, 0.30, 0.59, 0.44, 0.24, 0.26, -0.04, 0.19, 0.38, 0.29, 0.53, 0.37, 0.26, 0.25, 0.21, 0.28, 0.49, 0.53, 0.38, 0.24, 0.26, -0.55, 0.98, -0.62, -0.25, -0.37, -0.60, -0.76, 1.28, -0.72, -0.63, -0.19, 0.04, -0.31, -0.28, -0.90, -0.07, -0.03, 0.21, 0.21, 0.36, 0.58, 0.52, 0.38, 0.50, 0.43, 0.43

ORCA calculation (the ωB97M-V functional and the def2-TZVPD basis) on the molecule C7H7NO3.

## Properties
SMILES: C[C@@]12C=CC=C[C@]1([N+](=O)[O-])O2
E_HOMO (Eh): -0.350
HOMO-LUMO gap (eV): 9.3

```
18
C7H7NO3 | the OMol25 dataset | the ωB97M-V functional and the def2-TZVPD basis
C 0.10 -2.19 0.10
C -0.20 -0.79 -0.36
C -1.53 -0.24 -0.16
C -1.93 1.04 -0.11
C -0.90 2.04 -0.08
C 0.41 1.72 -0.06
C 0.90 0.41 -0.18
N 2.19 0.08 0.38
O 2.72 0.94 1.07
O 2.63 -1.02 0.11
O 0.57 -0.20 -1.39
H -0.02 -2.87 -0.84
H -0.71 -2.37 0.75
H 1.09 -2.39 0.57
H -2.31 -1.02 -0.04
H -2.90 1.42 0.03
H -1.33 3.01 0.09
H 1.23 2.42 0.12
```

Which charges does Mulliken predict for the atoms? In e, they are: -1.17, 0.81, -0.62, -0.67, -0.28, -0.70, 0.88, 0.94, -0.60, -0.60, -0.45, 0.25, 0.40, 0.34, 0.30, 0.43, 0.36, 0.38

ORCA calculation (the ωB97M-V functional and the def2-TZVPD basis) on C8H6CuNO5 as an isolated structure.

## Properties
2S+1: 2
E_HOMO (spin up / spin down) (Eh): -0.444 / -0.457
Expectation value of S²: 0.778
HOMO-LUMO gap (spin up / spin down) (eV): 6.3 / 6.8
Net charge: +1

```
21
C8H6CuNO5 | the OMol25 dataset | the ωB97M-V functional and the def2-TZVPD basis
O 4.68 -0.22 1.08
C 3.92 -1.07 0.99
Cu -0.65 -1.34 -1.04
O 1.55 0.19 -1.70
C 1.39 -0.98 -1.46
C -1.77 -1.56 -2.55
O -1.91 -1.73 -3.70
C 2.43 -3.35 -1.01
O 1.92 -4.23 -0.42
C 2.55 -1.94 -1.30
O 3.73 -1.46 -1.26
H -2.15 -1.32 -1.43
C -2.33 2.97 1.39
C -1.42 1.87 2.01
C -1.04 0.81 1.08
N -0.80 -0.07 0.37
H -1.85 3.40 0.50
H -2.51 3.78 2.11
H -3.30 2.54 1.11
H -0.50 2.33 2.39
H -1.94 1.40 2.86
```

Which charges does Mulliken predict for the atoms? In e, they are: -0.18, 0.15, -0.82, -0.47, 0.67, 0.64, -0.17, 0.59, -0.24, 0.55, -0.49, 0.38, -1.07, -0.27, 0.50, -0.33, 0.34, 0.32, 0.33, 0.29, 0.28

ORCA calculation (the ωB97M-V functional and the def2-TZVPD basis) on a 2-piece molecular cluster, C2H7N4S overall.

## Properties
E_HOMO (Eh): -0.492
HOMO-LUMO gap (eV): 7.8
Net charge: +1

```
14
C2H7N4S | the OMol25 dataset | the ωB97M-V functional and the def2-TZVPD basis
C 0.67 0.89 0.09
C 0.99 -0.56 0.23
N -0.43 1.09 1.02
N 0.15 -1.13 1.11
N 2.03 -1.31 -0.10
N -0.57 -0.10 1.47
S -2.42 0.06 -1.40
H 0.29 1.35 -0.97
H 1.58 1.46 0.34
H 1.82 -2.23 0.01
H 2.61 -1.03 -0.90
H -1.92 1.20 -1.80
H -1.23 -0.18 2.23
H -3.57 0.49 -1.32
```

Which charges does Mulliken predict for the atoms? In e, they are: -0.51, 0.57, -0.31, -0.59, -0.32, 0.64, -0.28, 0.25, 0.39, 0.28, 0.28, 0.15, 0.29, 0.16

ORCA calculation (the ωB97M-V functional and the def2-TZVPD basis) on C47H48Br2N6O4Sn as an isolated structure.

## Properties
E_HOMO (Eh): -0.225
HOMO-LUMO gap (eV): 5.2

```
108
C47H48Br2N6O4Sn | the OMol25 dataset | the ωB97M-V functional and the def2-TZVPD basis
Sn 0.08 0.09 -0.07
C 1.30 2.48 2.24
O 1.35 1.11 1.86
C 2.37 0.32 2.32
C 3.57 0.81 2.82
C 4.57 -0.08 3.20
C 4.38 -1.45 3.08
C 3.17 -1.93 2.60
C 2.16 -1.06 2.22
N 0.93 -1.45 1.66
N 0.58 -2.65 1.91
C -0.65 -3.09 1.57
C -1.76 -2.22 1.30
O -1.66 -0.98 1.09
C -3.08 -2.81 1.35
C -3.26 -4.14 1.40
C -2.15 -5.05 1.48
C -2.32 -6.44 1.36
C -1.25 -7.29 1.43
C 0.03 -6.78 1.65
C 0.23 -5.42 1.75
C -0.85 -4.53 1.64
H 1.46 2.58 3.32
H 2.04 3.07 1.70
H 0.31 2.84 1.98
H 3.74 1.87 2.90
H 5.50 0.31 3.59
H 5.16 -2.13 3.37
H 2.99 -2.99 2.51
H -3.91 -2.12 1.27
H -4.26 -4.56 1.37
H -3.32 -6.83 1.21
H -1.39 -8.36 1.31
H 0.88 -7.45 1.71
H 1.22 -5.01 1.91
Br 0.61 -6.51 -3.23
C 0.50 -4.77 -2.48
C -0.73 -4.16 -2.32
C -0.73 -2.87 -1.81
N 0.38 -2.20 -1.51
C 1.57 -2.81 -1.64
C 1.65 -4.12 -2.12
C 2.76 -2.03 -1.26
C 4.06 -2.50 -1.45
C 5.12 -1.72 -1.04
Br 6.89 -2.33 -1.29
C 4.89 -0.49 -0.44
C 3.57 -0.10 -0.31
N 2.54 -0.83 -0.71
H -1.66 -4.65 -2.59
H -1.66 -2.35 -1.66
H 2.60 -4.62 -2.21
H 4.25 -3.46 -1.90
H 5.70 0.13 -0.10
H 3.33 0.85 0.15
N -1.61 0.41 -4.84
C -1.71 0.33 -3.38
C -2.99 -0.41 -2.96
O -3.86 -0.61 -3.94
O -3.17 -0.77 -1.83
H -1.14 1.25 -5.13
H -3.46 -0.21 -4.75
H -1.09 -0.38 -5.21
H -1.76 1.32 -2.94
H -0.88 -0.20 -2.90
C -3.36 2.52 2.10
C -2.35 3.26 1.27
C -2.08 4.61 1.51
C -1.17 5.28 0.70
C -0.91 6.75 0.93
C -0.48 4.61 -0.29
C -0.64 3.22 -0.51
C -1.66 2.61 0.27
N 0.07 2.40 -1.33
C 1.09 2.87 -2.25
C 1.63 1.61 -2.96
C 2.73 1.94 -3.97
C 2.16 2.87 -5.05
C 1.63 4.13 -4.38
C 2.78 4.84 -3.66
C 3.37 3.91 -2.59
C 3.90 2.64 -3.26
C 2.29 3.55 -1.57
C 0.53 3.78 -3.37
H -3.94 3.19 2.73
H -2.87 1.78 2.74
H -4.05 1.97 1.46
H -2.61 5.15 2.29
H -1.44 7.11 1.81
H -1.22 7.34 0.07
H 0.16 6.93 1.09
H 0.21 5.19 -0.89
H -1.97 1.59 0.04
H 0.80 1.13 -3.48
H 2.00 0.92 -2.21
H 3.09 1.01 -4.43
H 1.36 2.36 -5.60
H 2.94 3.12 -5.78
H 1.22 4.80 -5.14
H 2.41 5.76 -3.18
H 3.56 5.12 -4.38
H 4.20 4.42 -2.09
H 4.32 1.96 -2.51
H 4.68 2.88 -3.98
H 1.99 4.45 -1.04
H 2.69 2.85 -0.82
H -0.29 3.25 -3.87
H 0.11 4.70 -2.95
```

These are the Mulliken partial charges, in e, on atoms 1 to 99: 2.73, -0.73, -0.16, 0.04, -0.07, -0.98, -0.83, -0.40, -0.09, 1.23, -1.19, 0.12, 0.26, -0.76, -0.80, -0.87, 0.83, -1.00, -0.58, -0.80, -0.42, 0.78, 0.53, 0.27, -0.16, 0.49, 0.43, 0.45, 0.43, 0.54, 0.39, 0.41, 0.41, 0.41, 0.38, -0.14, -0.49, -1.28, 0.09, 0.51, 1.11, -1.00, -0.26, -0.70, -0.73, -0.15, -1.13, -0.14, 0.97, 0.56, 0.41, 0.53, 0.55, 0.62, 0.14, -0.73, 1.83, 0.06, -0.58, -0.47, 0.23, 0.39, 0.23, -0.09, -0.78, -1.58, -0.01, -1.14, 0.33, -1.77, -0.48, 0.52, -0.11, 0.14, 1.20, -0.24, 0.52, -1.48, 0.34, -1.44, 0.35, -1.41, -0.58, -1.17, 0.38, 0.25, 0.33, 0.27, 0.37, 0.33, 0.35, 0.68, 0.58, -0.40, -0.69, 0.46, 0.42, 0.56, 0.26